1.
C19H29N3 | wB97M-V/def2-TZVPD

Each atom is followed by the atoms it is bonded to, with distances in Å.
Positions of all 51 atoms, in Å:
1 C -4.478 -1.635 -1.603  C2 1.528, H23 1.088, H24 1.088, H25 1.088
2 C -3.642 -1.275 -0.376  C1 1.528, C3 1.527, C4 1.535, H26 1.095
3 C -4.400 -1.644 0.897  C2 1.527, H27 1.087, H28 1.088, H29 1.088
4 C -2.287 -1.995 -0.432  C2 1.535, C5 1.535, H30 1.092, H31 1.092
5 C -1.218 -1.403 0.496  C4 1.535, C6 1.550, N16 1.459, H32 1.098
6 C -0.257 -2.460 1.098  C5 1.550, N7 1.443, H33 1.095, H34 1.093
7 N 1.083 -2.024 0.787  C6 1.443, C8 1.280
8 C 1.001 -0.966 0.071  N7 1.280, N9 1.364, N16 1.383
9 N 2.061 -0.277 -0.440  C8 1.364, C10 1.387, H35 1.009
10 C 3.415 -0.553 -0.316  N9 1.387, C11 1.392, C15 1.395
11 C 3.899 -1.649 0.394  C10 1.392, C12 1.382, H36 1.077
12 C 5.262 -1.862 0.479  C11 1.382, C13 1.385, H37 1.080
13 C 6.157 -0.999 -0.132  C12 1.385, C14 1.385, H38 1.080
14 C 5.677 0.091 -0.837  C13 1.385, C15 1.381, H39 1.080
15 C 4.317 0.316 -0.930  C10 1.395, C14 1.381, H40 1.082
16 N -0.283 -0.544 -0.223  C5 1.459, C8 1.383, C17 1.435
17 C -0.689 0.735 -0.731  N16 1.435, C18 1.542, H41 1.094, H42 1.096
18 C -0.987 1.797 0.346  C17 1.542, C19 1.544, C22 1.536, H43 1.093
19 C -1.367 3.139 -0.317  C18 1.544, C20 1.534, H44 1.089, H45 1.091
20 C -0.347 4.170 0.185  C19 1.534, C21 1.526, H46 1.089, H47 1.091
21 C 0.870 3.333 0.569  C20 1.526, C22 1.525, H48 1.092, H49 1.089
22 C 0.236 2.109 1.221  C18 1.536, C21 1.525, H50 1.091, H51 1.089
23 H -4.636 -2.711 -1.648  C1 1.088
24 H -3.978 -1.324 -2.517  C1 1.088
25 H -5.449 -1.147 -1.560  C1 1.088
26 H -3.476 -0.192 -0.378  C2 1.095
27 H -3.812 -1.421 1.784  C3 1.087
28 H -5.334 -1.089 0.958  C3 1.088
29 H -4.632 -2.707 0.902  C3 1.088
30 H -2.451 -3.043 -0.172  C4 1.092
31 H -1.898 -1.971 -1.453  C4 1.092
32 H -1.702 -0.833 1.300  C5 1.098
33 H -0.417 -3.449 0.656  C6 1.095
34 H -0.368 -2.556 2.182  C6 1.093
35 H 1.842 0.539 -0.990  N9 1.009
36 H 3.190 -2.309 0.864  C11 1.077
37 H 5.629 -2.715 1.031  C12 1.080
38 H 7.220 -1.174 -0.061  C13 1.080
39 H 6.364 0.772 -1.318  C14 1.080
40 H 3.948 1.170 -1.482  C15 1.082
41 H 0.082 1.115 -1.408  C17 1.094
42 H -1.592 0.586 -1.334  C17 1.096
43 H -1.809 1.426 0.963  C18 1.093
44 H -2.385 3.436 -0.070  C19 1.089
45 H -1.306 3.049 -1.403  C19 1.091
46 H -0.121 4.924 -0.567  C20 1.089
47 H -0.732 4.677 1.070  C20 1.091
48 H 1.428 3.048 -0.324  C21 1.092
49 H 1.548 3.859 1.239  C21 1.089
50 H -0.092 2.369 2.229  C22 1.091
51 H 0.919 1.265 1.303  C22 1.089

Properties
- E_HOMO (eV) = -7.8
- energy above the lowest of the compared OMol25 structures with the same formula, charge and spin (kcal per mole) = 10.1
- HOMO-LUMO gap (eV) = 8.60
- total charge = 0
- structure (SMILES) = CC(C)C[C@H]1CN=C(Nc2ccccc2)N1CC1CCCC1
- LUMO (eV) = 0.8


2.
CH3Br2ClSi | wB97M-V/def2-TZVPD

Each atom is followed by the atoms it is bonded to, with distances in Å.
Positions of all 8 atoms, in Å:
1 C 0.005 0.818 0.005  Si2 1.933, H6 1.009, H7 1.180, H8 1.020
2 Si 1.151 -0.703 0.336  C1 1.933, Cl3 2.033, Br4 2.277
3 Cl 0.415 -2.540 -0.130  Si2 2.033
4 Br 3.377 -0.436 -0.068  Si2 2.277
5 Br -4.567 -0.321 -0.028  no bonds
6 H -0.739 0.741 0.682  C1 1.009
7 H 0.743 1.730 0.133  C1 1.180
8 H -0.385 0.711 -0.930  C1 1.020

Properties
- E_HOMO (alpha / beta) (eV) = -10.9 / -7.3
- energy above the lowest of the compared OMol25 structures with the same formula, charge and spin (kcal per mole) = 105.0
- HOMO-LUMO gap (alpha / beta) (eV) = 10.28 / 3.41
- total charge = 0
- LUMO (alpha / beta) (eV) = -0.6 / -3.9


3.
CH3NS3 | wB97M-V/def2-TZVPD

Each atom is followed by the atoms it is bonded to, with distances in Å.
Positions of all 8 atoms, in Å:
1 C -1.154 0.408 0.686  S3 1.658, S4 1.619
2 N 2.426 -0.387 0.139  S5 1.527, H6 0.988
3 S -0.679 0.134 -0.879  C1 1.658, S5 2.313
4 S -2.521 1.188 1.066  C1 1.619, H7 1.407
5 S 1.171 -1.132 -0.310  N2 1.527, S3 2.313, H8 1.470
6 H 2.685 -0.189 1.072  N2 0.988
7 H -3.405 1.120 -0.026  S4 1.407
8 H 1.479 -1.142 -1.748  S5 1.470

Properties
- E_HOMO (eV) = -8.2
- energy above the lowest of the compared OMol25 structures with the same formula, charge and spin (kcal per mole) = 82.8
- HOMO-LUMO gap (eV) = 8.02
- total charge = 0
- LUMO (eV) = -0.2


4.
CH2F3NOS | wB97M-V/def2-TZVPD

Each atom is followed by the atoms it is bonded to, with distances in Å.
Positions of all 9 atoms, in Å:
1 N -0.718 -1.316 0.204  S2 1.446
2 S 0.339 -0.533 0.803  N1 1.446, O3 1.463, C4 1.963
3 O 0.670 -0.275 2.205  S2 1.463
4 C 1.613 0.588 -0.186  S2 1.963, F5 1.388, F6 1.305, H7 0.975
5 F 2.499 -0.443 -0.470  C4 1.388
6 F 2.223 1.427 0.605  C4 1.305
7 H 1.329 1.021 -1.012  C4 0.975
8 F -3.861 0.196 -0.894  H9 0.962
9 H -4.094 -0.665 -1.254  F8 0.962

Properties
- E_HOMO (eV) = -11.0
- energy above the lowest of the compared OMol25 structures with the same formula, charge and spin (kcal per mole) = 89.9
- HOMO-LUMO gap (eV) = 10.17
- total charge = 0
- structure (SMILES) = N#S(=O)C(F)F.F
- LUMO (eV) = -0.8


Number 1: energy -24644.6093 eV. Number 2: energy -161570.3010 eV. Number 3: energy -35077.1024 eV. Number 4: energy -23590.6571 eV.